(1)
Entry from the Open Molecules 2025 dataset: a single C5H3N molecule (ωB97M-V/def2-TZVPD).

Last column: Löwdin charge in e.
Cartesian coordinates (Å):
C (-0.87, -0.19, 0.00)  -0.1017
C (-0.40, 1.20, -0.10)  -0.2915
C (1.49, -0.78, 0.05)  -0.2231
C (0.09, -1.11, 0.17)  -0.1010
C (0.61, 2.02, 0.20)  0.2157
N (2.55, -0.36, -0.11)  0.1760
H (-1.96, -0.46, 0.01)  0.1299
H (-1.22, 1.76, -0.57)  0.1054
H (-0.30, -2.08, 0.36)  0.0902

Calculated values
Lowest unoccupied orbital energy, eV: -0.724
Electronic energy, a.u.: -246.8907
HOMO-LUMO gap, eV: 9.19
Energy relative to the best compared isomer or geometry (same formula, charge and spin), kJ/mol: 239.90

=====

(2)
Entry from the Open Molecules 2025 dataset: a single C5H3N molecule (ωB97M-V/def2-TZVPD).

Last column: Löwdin charge in e.
Cartesian coordinates (Å):
C (0.35, -0.27, -1.05)  -0.0129
C (-0.99, -0.12, -0.82)  -0.0875
C (-1.91, 0.39, -0.04)  -0.0438
N (-1.65, -0.13, 1.34)  0.1872
C (-0.53, 0.01, 0.79)  -0.2983
C (0.86, 0.22, 0.37)  -0.0829
H (0.87, -0.81, -1.68)  0.0396
H (1.68, -0.55, 0.83)  0.1682
H (1.33, 1.27, 0.25)  0.1304

Calculated values
SMILES string: C1=C2C3=N[C@@]23C1
Lowest unoccupied orbital energy, eV: 0.196
Electronic energy, a.u.: -246.7660
HOMO-LUMO gap, eV: 8.40
Energy relative to the best compared isomer or geometry (same formula, charge and spin), kJ/mol: 567.30

=====

(3)
Entry from the Open Molecules 2025 dataset: C5H3N as an isolated structure (ωB97M-V/def2-TZVPD).

Last column: Löwdin charge in e.
Cartesian coordinates (Å):
C (1.29, 1.36, 0.12)  0.2243
C (0.31, 0.27, -0.68)  -0.0981
C (0.29, -0.43, 0.89)  -0.1569
C (-1.19, 0.11, -0.26)  -0.1732
C (1.45, -0.19, 0.23)  -0.2815
N (-0.97, -0.62, 1.04)  0.1177
H (-1.91, 0.93, -0.38)  0.1285
H (-1.62, -0.64, -0.95)  0.1037
H (2.36, -0.79, -0.01)  0.1355

Calculated values
Lowest unoccupied orbital energy (alpha / beta), eV: -0.664 / -0.664
Electronic energy, a.u.: -246.7199
HOMO-LUMO gap (alpha / beta), eV: 8.51 / 8.51
Energy relative to the best compared isomer or geometry (same formula, charge and spin), kJ/mol: 688.24

=====

(4)
Entry from the Open Molecules 2025 dataset: C5H3N as an isolated structure (ωB97M-V/def2-TZVPD).

Last column: Löwdin charge in e.
Cartesian coordinates (Å):
C (1.64, 0.72, 0.66)  0.1773
C (0.31, 0.50, 0.33)  -0.2385
C (0.43, -0.98, -0.15)  -0.0679
C (-1.17, 0.16, 0.38)  -0.2332
C (1.45, -0.12, -0.59)  -0.0839
N (-0.96, -1.22, 0.08)  0.0412
H (-1.61, 0.62, 1.37)  0.1499
H (-1.90, 0.50, -0.51)  0.1585
H (1.82, -0.18, -1.55)  0.0965

Calculated values
Lowest unoccupied orbital energy (alpha / beta), eV: 0.592 / -2.322
Electronic energy, a.u.: -246.6447
Spin multiplicity: 3
HOMO-LUMO gap (alpha / beta), eV: 7.27 / 6.88
<S²>: 2.06
Energy relative to the best compared isomer or geometry (same formula, charge and spin), kJ/mol: 496.16